[1]
{
  "formula": "C16H34P2V",
  "method": "the ωB97M-V functional and the def2-TZVPD basis",
  "symbols": ["P", "P", "C", "C", "H", "H", "H", "H", "C", "H", "H", "H", "C", "H", "H", "H", "C", "H", "H", "H", "C", "H", "H", "H", "V", "C", "C", "C", "C", "C", "C", "C", "C", "C", "H", "H", "H", "H", "H", "H", "H", "H", "H", "H", "H", "H", "H", "H", "H", "C", "H", "H", "H"],
  "positions_angstrom": [[0.799349, -1.775413, 1.404890], [0.599589, 1.765246, 2.002837], [1.425243, -0.343231, 0.308708], [1.971022, 0.861017, 1.086449], [0.643413, 0.208795, -0.350843], [2.179723, -0.772999, -0.376354], [2.748919, 0.656346, 1.822351], [2.410048, 1.574503, 0.367237], [-0.702361, 2.854809, 1.231690], [-0.920114, 3.628419, 1.978822], [-1.655839, 2.369319, 1.020611], [-0.373410, 3.383541, 0.328689], [1.684560, 3.079739, 2.526650], [1.623324, 3.918906, 1.826219], [2.725098, 2.741289, 2.517799], [1.401112, 3.417700, 3.507290], [-0.353547, -2.980550, 0.666691], [-0.284380, -3.841982, 1.339270], [-0.111370, -3.396184, -0.311713], [-1.392399, -2.643115, 0.679969], [2.186334, -2.954312, 1.655168], [3.152283, -2.461738, 1.909293], [2.302525, -3.679596, 0.815909], [1.817147, -3.496061, 2.547628], [-0.898161, -0.369602, -0.529020], [-0.045734, 1.395912, -1.981349], [-1.409120, 1.239528, -1.611308], [-2.470581, 0.532987, -2.401700], [-1.996921, -0.788252, -2.961971], [-1.123968, -1.577832, -2.034271], [0.298226, -1.519746, -1.896256], [1.236240, -0.709410, -2.775652], [0.675791, 0.705242, -3.099082], [0.064183, 0.485777, 3.181049], [0.406668, 2.363794, -1.723492], [-1.778344, 1.916456, -0.831243], [-2.844782, 1.173887, -3.210218], [-3.321813, 0.346526, -1.739331], [-2.859903, -1.440587, -3.074567], [-1.544093, -0.699184, -3.939285], [-1.650630, -2.246526, -1.303196], [0.827584, -2.450682, -1.556864], [1.569310, -1.169679, -3.732502], [2.192093, -0.566540, -2.239001], [1.598978, 1.267559, -3.329882], [0.142232, 0.671108, -4.066471], [0.038883, 0.786673, 4.245595], [0.629240, -0.466038, 3.106835], [-0.937926, 0.136980, 2.884319], [-2.406121, -0.296542, 1.293033], [-3.420423, -0.268035, 0.866251], [-2.402450, 0.601730, 1.963886], [-2.444710, -1.169929, 1.990431]],
  "forces_ev_per_angstrom": [[0.13, 0.03, 0.47], [0.75, -0.86, -1.18], [0.13, -0.75, -0.16], [-1.12, -0.05, -0.87], [2.39, 0.01, 0.67], [-0.25, 0.50, 0.38], [-0.16, -0.06, 0.34], [-0.20, -0.16, 0.14], [-0.35, -0.38, 0.36], [0.25, -0.12, 0.12], [0.38, -0.30, 0.09], [0.32, -0.44, 0.20], [0.68, 0.45, 0.66], [-0.19, -0.21, 0.09], [-0.24, 0.07, 0.31], [0.07, 0.41, 0.50], [-0.19, -0.72, -0.35], [-0.07, 0.16, 0.31], [0.03, 0.21, 0.06], [0.23, 0.02, 0.11], [0.46, -0.30, -0.29], [-0.66, -0.36, -0.22], [0.18, 0.53, 0.54], [0.48, 0.04, -0.42], [0.29, -1.10, 3.01], [-1.37, 0.41, 0.10], [0.01, 2.22, -1.00], [-0.27, 0.44, 0.04], [-0.43, -1.63, -0.60], [-0.60, -0.67, -0.07], [0.83, -1.08, -0.39], [-0.42, 0.22, -0.19], [1.19, -0.21, -0.93], [-0.68, 0.69, 1.42], [0.03, -0.50, 0.55], [-0.01, 0.10, -0.75], [-0.03, 0.03, -0.09], [-0.01, 0.09, -0.01], [-0.41, 0.16, -0.54], [0.11, 0.18, -0.34], [0.24, -0.13, -1.32], [-0.54, 0.88, -0.21], [-0.45, -0.04, 0.35], [-0.30, -0.07, -0.04], [-0.48, 0.22, 0.02], [-0.19, 0.05, 0.51], [-0.04, 0.38, -0.51], [0.16, 1.04, -0.20], [0.34, 0.42, 0.12], [-0.10, 0.30, 0.12], [-0.01, -0.03, -0.15], [-0.12, -0.48, -0.44], [0.23, 0.41, -0.32]],
  "nbo_charge": [0.813, 1.529, -0.715, -0.671, 0.196, 0.242, 0.235, 0.242, -0.913, 0.246, 0.283, 0.267, -0.973, 0.258, 0.250, 0.249, -0.920, 0.242, 0.235, 0.245, -0.939, 0.229, 0.221, 0.235, 0.912, -0.314, -0.424, -0.432, -0.417, -0.555, -0.544, -0.383, -0.446, -1.049, 0.200, 0.191, 0.210, 0.206, 0.217, 0.208, 0.172, 0.186, 0.197, 0.173, 0.203, 0.208, 0.252, 0.307, 0.329, -1.252, 0.196, 0.172, 0.190],
  "largest_force_ha_per_bohr": 0.06266,
  "multiplicity": 4,
  "relative_energy_kcal_mol": 22.1,
  "homo_ev": [-5.039, -5.009],
  "homo_lumo_gap_ev": [5.3, 5.2],
  "charge": 0,
  "lumo_energy_ev": [0.2, 0.2]
}


[2]
{
  "formula": "C17H32N3O7PRhTe",
  "method": "the ωB97M-V functional and the def2-TZVPD basis",
  "symbols": ["Rh", "N", "C", "C", "C", "O", "O", "H", "H", "H", "H", "H", "H", "C", "C", "N", "O", "C", "C", "N", "O", "H", "H", "H", "H", "H", "H", "H", "C", "C", "C", "C", "C", "C", "H", "H", "H", "H", "H", "H", "H", "H", "H", "C", "C", "O", "P", "O", "Te", "O", "C", "C", "H", "H", "H", "H", "H", "H", "H", "H", "H", "H"],
  "positions_angstrom": [[0.416249, 0.936910, 1.004513], [2.190045, 1.908047, 0.533696], [2.535613, 3.134128, 1.294977], [1.458761, 4.203012, 1.166076], [0.148340, 3.700535, 1.777807], [-0.212162, 4.090291, 2.877656], [-0.470947, 2.849887, 1.014054], [2.957899, 1.247460, 0.567703], [1.992781, 2.125963, -0.443207], [3.501835, 3.505427, 0.942877], [2.633292, 2.836374, 2.336884], [1.278203, 4.442020, 0.113796], [1.785240, 5.098710, 1.693499], [-2.262950, -1.517100, 3.209378], [-1.261335, -0.512159, 2.742342], [-1.306031, -0.007968, 1.564825], [-2.273509, -0.496301, 0.710621], [-0.149235, -0.068364, 3.551299], [0.031817, -0.311708, 5.008765], [0.761114, 0.617549, 2.892519], [1.787701, 1.046580, 3.466919], [-2.545912, -2.162259, 2.380952], [-3.167049, -1.021962, 3.569656], [-1.850065, -2.117448, 4.016465], [-2.203440, 0.103439, -0.058514], [-0.866135, -0.737832, 5.453527], [0.262442, 0.631577, 5.507357], [0.876554, -0.981110, 5.196271], [1.587490, -3.303822, -1.881982], [1.603464, -3.342306, -0.346815], [0.498278, -4.287108, 0.146579], [2.965828, -3.850371, 0.138982], [1.343880, -1.987175, 0.172260], [1.089182, -0.850970, 0.506021], [1.704355, -4.311594, -2.293093], [2.398658, -2.676369, -2.256014], [0.646577, -2.882300, -2.238383], [0.627377, -5.285630, -0.282055], [-0.482354, -3.903314, -0.138747], [0.524671, -4.368582, 1.234951], [3.177068, -4.839003, -0.280336], [2.981402, -3.923146, 1.227709], [3.758651, -3.165783, -0.166532], [0.559573, 0.868146, -5.104191], [0.111092, 0.114293, -3.868909], [-1.047886, 0.727826, -3.284297], [-0.918518, 1.715990, -2.005541], [0.182294, 1.142641, -1.145060], [-0.817980, 3.939695, -2.767249], [-2.291250, 1.345721, -1.234481], [-3.588631, 1.777419, -1.668090], [-4.311808, 0.645402, -2.365692], [1.436115, 0.382048, -5.540635], [0.812023, 1.897312, -4.849131], [-0.236615, 0.891735, -5.850076], [0.904304, 0.056064, -3.123271], [-0.183425, -0.906502, -4.119446], [-3.476529, 2.645766, -2.319129], [-4.115757, 2.097072, -0.769175], [-3.756413, 0.328301, -3.248245], [-5.306042, 0.976309, -2.674592], [-4.428191, -0.211464, -1.698051]],
  "forces_ev_per_angstrom": [[-0.44, -0.09, -1.31], [-0.05, 0.07, 0.02], [0.00, -0.09, -0.02], [-0.01, -0.03, -0.03], [-0.05, -0.01, -0.13], [-0.04, 0.04, -0.10], [-0.09, -0.12, 0.77], [-0.03, -0.07, 0.01], [0.12, 0.03, -0.01], [0.01, 0.06, -0.03], [0.05, -0.04, 0.03], [0.02, 0.01, 0.01], [0.04, -0.01, 0.01], [-0.04, 0.04, 0.04], [-0.11, 0.01, 0.26], [0.30, -0.15, -0.57], [0.13, 0.00, 0.38], [-0.03, -0.08, -0.13], [0.01, -0.01, 0.01], [-0.15, 0.06, 0.24], [0.29, 0.03, 0.06], [0.00, -0.01, -0.02], [0.00, 0.01, 0.00], [-0.01, -0.01, 0.01], [-0.10, 0.07, -0.09], [0.01, 0.00, 0.01], [0.00, 0.00, 0.00], [-0.01, 0.01, 0.01], [0.00, 0.01, 0.00], [-0.06, 0.05, 0.02], [0.00, 0.00, 0.01], [0.01, -0.02, 0.00], [0.14, 0.03, -0.11], [0.10, 0.00, 0.64], [0.01, 0.02, 0.01], [-0.01, 0.00, 0.01], [0.00, -0.02, 0.00], [0.00, 0.00, 0.01], [0.01, -0.02, -0.02], [0.00, 0.01, -0.02], [-0.01, 0.01, 0.01], [0.01, 0.02, -0.01], [-0.01, -0.01, 0.00], [-0.02, 0.02, 0.00], [-0.04, 0.05, 0.01], [-0.04, -0.06, 0.06], [0.27, -0.21, -0.23], [-0.22, 0.26, 0.19], [0.04, -0.03, 0.09], [0.04, 0.14, -0.15], [-0.08, 0.04, 0.02], [-0.01, -0.04, 0.01], [-0.02, 0.00, 0.01], [0.01, -0.01, -0.01], [0.01, 0.00, 0.01], [0.00, 0.00, 0.04], [-0.02, 0.00, 0.00], [0.05, 0.01, 0.00], [0.01, -0.01, 0.02], [0.00, 0.00, 0.01], [0.02, 0.00, 0.00], [0.02, 0.03, -0.03]],
  "nbo_charge": [0.934, -0.722, -0.220, -0.535, 0.795, -0.662, -0.802, 0.398, 0.413, 0.173, 0.239, 0.226, 0.217, -0.668, 0.258, -0.100, -0.572, 0.020, -0.644, 0.121, -0.532, 0.246, 0.233, 0.219, 0.511, 0.203, 0.240, 0.220, -0.586, -0.152, -0.586, -0.585, -0.105, -0.235, 0.189, 0.208, 0.216, 0.190, 0.217, 0.207, 0.190, 0.210, 0.210, -0.636, -0.059, -0.856, 2.043, -1.159, -0.603, -0.866, -0.066, -0.634, 0.198, 0.233, 0.204, 0.202, 0.172, 0.211, 0.188, 0.224, 0.204, 0.207],
  "largest_force_ha_per_bohr": 0.02690,
  "relative_energy_kcal_mol": 3.5,
  "homo_ev": -4.457,
  "homo_lumo_gap_ev": 7.1,
  "charge": -1,
  "lumo_energy_ev": 2.6
}


[3]
{
  "formula": "C23H25BrN3O3Ti",
  "method": "the ωB97M-V functional and the def2-TZVPD basis",
  "symbols": ["Ti", "C", "C", "C", "C", "C", "C", "C", "H", "H", "H", "H", "H", "H", "H", "H", "Br", "C", "C", "C", "C", "C", "N", "C", "O", "O", "H", "H", "H", "C", "C", "N", "C", "C", "C", "O", "C", "C", "C", "C", "N", "C", "H", "H", "H", "H", "H", "H", "H", "H", "H", "H", "H", "H", "H", "H"],
  "positions_angstrom": [[-1.661666, -1.735566, 0.852148], [-4.940790, -0.486579, 2.073812], [-3.499722, -0.349970, 2.479839], [-3.070445, -0.858366, 3.717025], [-1.862286, -0.480724, 4.261664], [-1.029086, 0.411171, 3.587104], [-1.399873, 0.881551, 2.346369], [-2.625855, 0.484022, 1.776404], [-5.342379, -1.465657, 2.326955], [-5.084632, -0.319555, 1.009050], [-5.516853, 0.266350, 2.616503], [-3.732739, -1.513328, 4.270200], [-1.567586, -0.865169, 5.229474], [-0.099512, 0.738107, 4.035307], [-0.787257, 1.622848, 1.845226], [-2.990314, 0.994188, 0.892727], [-3.658245, -2.855162, 0.122126], [-0.744940, -3.816621, -1.209307], [-0.185045, -4.981318, -1.689747], [0.643305, -5.643447, -0.801649], [0.865706, -5.118889, 0.473240], [0.245452, -3.951008, 0.818035], [-0.585348, -3.297541, -0.029704], [0.311142, -3.289084, 2.166744], [1.073440, -3.586106, 3.027208], [-0.619461, -2.311544, 2.226979], [-0.386311, -5.355345, -2.683278], [1.112354, -6.573879, -1.097154], [1.506670, -5.607449, 1.195122], [3.124288, 4.895085, -0.823717], [3.613592, 3.466386, -0.659975], [2.708330, 2.477903, -1.264739], [3.118325, 1.864335, -2.530087], [3.140412, 2.844626, -3.691192], [1.644884, 2.100980, -0.530957], [1.416479, 2.508521, 0.600923], [0.600978, 1.191617, -1.131173], [-0.105736, 1.468134, -2.290057], [-1.209647, 0.694406, -2.613651], [-1.608986, -0.301087, -1.745041], [-0.936577, -0.552525, -0.610589], [0.163932, 0.155440, -0.338200], [3.856123, 5.591089, -0.411355], [2.185686, 5.036160, -0.287187], [2.969332, 5.146766, -1.874410], [3.704856, 3.224950, 0.396823], [4.590184, 3.325280, -1.122889], [2.460835, 1.027584, -2.745417], [4.115647, 1.443622, -2.384770], [2.175161, 3.341133, -3.817630], [3.379437, 2.317784, -4.615816], [3.896787, 3.617689, -3.546329], [0.197374, 2.290562, -2.928074], [-1.779336, 0.874074, -3.515512], [-2.483339, -0.905361, -1.935171], [0.693244, -0.081105, 0.577775]],
  "forces_ev_per_angstrom": [[-1.79, -0.28, 0.61], [0.05, -0.06, -0.02], [-0.13, 0.16, 0.24], [-0.11, -0.03, -0.04], [0.07, 0.01, 0.10], [0.07, -0.03, 0.07], [-0.16, 0.16, -0.08], [0.04, 0.22, 0.32], [0.00, -0.01, 0.00], [0.00, 0.00, -0.02], [-0.01, -0.01, 0.00], [0.01, 0.00, -0.01], [0.00, 0.00, -0.02], [-0.03, -0.03, -0.01], [0.07, -0.09, -0.07], [0.05, -0.08, -0.18], [-0.22, 0.03, -0.17], [0.02, 0.05, 0.00], [-0.12, 0.16, -0.05], [0.15, -0.16, 0.10], [0.22, -0.17, -0.05], [-0.17, 0.16, 0.26], [0.53, -0.98, -0.66], [-0.40, 0.27, -0.26], [0.12, -0.05, 0.27], [1.24, -0.45, 0.85], [-0.01, 0.04, 0.03], [0.00, 0.02, 0.02], [-0.03, 0.01, -0.03], [-0.06, 0.05, -0.02], [0.03, -0.10, -0.03], [-0.03, -0.05, 0.02], [0.00, 0.13, 0.16], [-0.01, 0.05, -0.07], [0.07, 0.23, -0.19], [0.03, -0.11, 0.01], [0.13, 0.12, 0.01], [0.03, 0.08, -0.20], [-0.07, 0.00, -0.07], [0.10, 0.14, -0.10], [0.46, 0.89, -1.06], [-0.02, -0.09, 0.17], [-0.02, -0.03, -0.01], [0.02, 0.00, -0.03], [0.02, 0.00, 0.05], [0.04, -0.01, 0.04], [0.01, 0.02, -0.03], [-0.09, -0.06, 0.00], [0.03, -0.03, 0.00], [0.04, -0.04, 0.01], [0.01, 0.02, 0.02], [-0.05, -0.03, 0.01], [-0.03, -0.04, 0.02], [0.03, 0.01, 0.04], [-0.10, -0.05, 0.01], [-0.05, 0.04, 0.08]],
  "nbo_charge": [1.470, -0.636, 0.001, -0.211, -0.144, -0.211, -0.153, -0.368, 0.237, 0.227, 0.240, 0.234, 0.235, 0.237, 0.241, 0.240, -0.364, 0.433, -0.323, -0.111, -0.197, 0.090, -0.584, 0.763, -0.497, -0.797, 0.259, 0.246, 0.266, -0.619, -0.220, -0.413, -0.208, -0.622, 0.657, -0.619, -0.130, -0.120, -0.214, 0.049, -0.566, 0.080, 0.228, 0.224, 0.206, 0.230, 0.201, 0.204, 0.207, 0.204, 0.229, 0.221, 0.242, 0.248, 0.242, 0.236],
  "largest_force_ha_per_bohr": 0.03726,
  "multiplicity": 3,
  "relative_energy_kcal_mol": 25.2,
  "homo_ev": [-11.224, -12.220],
  "homo_lumo_gap_ev": [7.8, 8.1],
  "charge": 1,
  "lumo_energy_ev": [-3.4, -4.1]
}


Values of E_tot, in order: -61398.6149; -56543.5694; -128023.7584, all in eV.